# C25H38N5O8PmS

A structure of composition C25H38N5O8PmS (the ωB97M-V functional and the def2-TZVPD basis, the Open Molecules 2025 dataset).

Values from the calculation:
HOMO level (spin up / spin down): 0.09 / 0.08 eV
ΔE to the lowest compared entry with this formula, charge and spin: 0.00 kJ/mol
Strongest force on any atom: 0.0636 Eh/bohr
<S²>: 6.01
Gap between HOMO and LUMO (spin up / spin down): 4.17 / 4.17 eV
Charge: -2
Electronic energy: -2857.7785 Eh
2S+1: 5

Each line ends with the Mulliken spin population.
CARTESIAN COORDINATES (ANGSTROEM)
1 Pm 0.179 -0.222 0.358  4.005
2 O 0.081 -3.027 -3.263  0.001
3 C -0.123 -2.305 -2.284  -0.002
4 O 0.713 -1.834 -1.462  0.000
5 C -1.570 -1.890 -2.009  0.003
6 C -2.637 -2.499 -2.652  0.000
7 C -3.915 -2.092 -2.335  0.001
8 C -4.095 -1.120 -1.369  0.000
9 C -2.975 -0.575 -0.764  0.003
10 N -1.745 -0.935 -1.107  0.000
11 C -3.084 0.485 0.335  0.000
12 O -4.201 0.763 0.765  0.000
13 O -1.973 1.017 0.644  0.003
14 H -2.425 -3.267 -3.384  0.000
15 H -4.770 -2.538 -2.829  0.000
16 H -5.068 -0.773 -1.054  0.000
17 C 1.877 2.472 -2.236  0.000
18 N 1.607 1.034 -2.238  -0.001
19 C 0.820 0.735 -3.432  0.001
20 C 2.850 0.266 -2.269  0.000
21 C 3.661 0.383 -0.994  0.001
22 N 3.045 -0.259 0.168  -0.004
23 C 3.610 0.283 1.401  0.004
24 C 3.299 -1.708 0.156  0.003
25 H 0.944 3.026 -2.331  0.000
26 H 2.525 2.743 -3.089  0.000
27 H 2.359 2.780 -1.310  0.000
28 H 1.356 1.044 -4.347  0.000
29 H -0.125 1.282 -3.395  0.000
30 H 0.625 -0.331 -3.502  0.000
31 H 3.474 0.601 -3.113  0.000
32 H 2.588 -0.780 -2.432  0.000
33 H 3.819 1.435 -0.752  -0.001
34 H 4.653 -0.058 -1.177  0.000
35 H 4.691 0.079 1.459  0.000
36 H 3.111 -0.192 2.247  -0.001
37 H 3.460 1.360 1.449  0.000
38 H 4.387 -1.898 0.194  0.000
39 H 2.874 -2.158 -0.737  -0.002
40 H 2.796 -2.144 1.019  0.001
41 C -4.075 4.293 -1.902  0.000
42 C -3.517 2.984 -1.368  0.000
43 S -1.696 2.964 -1.391  0.000
44 O -1.303 3.794 -2.601  0.000
45 C -1.441 4.018 0.083  -0.001
46 C -0.168 4.844 -0.060  0.000
47 H -5.159 4.210 -2.014  0.000
48 H -3.629 4.529 -2.868  0.000
49 H -3.866 5.131 -1.233  0.000
50 H -3.816 2.145 -2.001  0.000
51 H -3.826 2.755 -0.345  0.000
52 H -1.394 3.306 0.911  0.000
53 H -2.322 4.650 0.207  0.000
54 H 0.720 4.223 0.073  0.000
55 H -0.153 5.636 0.693  0.000
56 H -0.126 5.298 -1.053  0.000
57 C -1.396 -3.584 1.252  0.003
58 C -0.563 -3.759 2.485  -0.005
59 C -0.749 -4.848 3.324  0.002
60 C -0.004 -5.032 4.497  -0.006
61 C 0.944 -4.047 4.813  0.002
62 C 1.170 -2.944 4.005  -0.005
63 C 2.179 -1.898 4.383  0.002
64 C 0.440 -2.739 2.758  0.001
65 N 0.702 -1.724 1.942  -0.011
66 H -2.168 -4.360 1.176  0.000
67 H -0.778 -3.607 0.347  -0.002
68 H -1.890 -2.605 1.266  0.002
69 H -1.507 -5.586 3.058  0.000
70 H -0.163 -5.893 5.137  -0.001
71 H 1.524 -4.147 5.732  0.000
72 H 2.456 -1.982 5.441  0.000
73 H 1.771 -0.901 4.185  0.000
74 H 3.097 -1.977 3.783  -0.001
75 O 0.344 1.076 2.383  -0.003
76 N 1.011 1.936 1.769  0.001
77 O 1.705 2.771 2.334  0.001
78 O 0.952 1.892 0.471  0.005